# C37H86N10O11P

A 10-piece molecular cluster, C37H86N10O11P overall in a non-equilibrium geometry (the ωB97M-V functional and the def2-TZVPD basis, the Open Molecules 2025 dataset).

Values from the calculation:
Orbital gap (eV): 5.4
Largest force on an atom (eV/A): 4.485
HOMO level (eV): -4.03
Charge: -1
Lowest unoccupied orbital energy (eV): 1.328
M (g mol⁻¹): 878.1

Positions of all 145 atoms, in Å:
C 4.25 -2.17 2.11
C 4.23 -1.41 0.62
C 4.16 0.20 0.90
O 5.29 1.07 0.46
P 4.83 2.75 0.56
C 5.01 2.93 2.48
C 6.56 3.52 0.27
C 7.80 2.45 0.26
O 3.16 2.44 0.95
C 2.75 1.02 0.69
C 2.07 1.11 -0.80
C 0.49 1.64 -0.61
C 0.07 3.00 0.20
N -0.50 0.85 -1.15
H 4.52 -3.32 2.02
H 3.26 -1.97 2.72
H 5.13 -1.68 2.74
H 5.29 -1.67 0.15
H 3.35 -1.85 -0.01
H 4.29 0.25 2.09
H 4.36 4.12 0.31
H 4.64 2.62 -0.90
H 5.61 2.02 2.96
H 3.91 2.86 2.94
H 5.42 3.98 2.80
H 6.57 4.09 -0.77
H 6.73 4.38 1.08
H 7.75 1.65 1.12
H 8.85 3.01 0.38
H 7.77 1.88 -0.76
H 1.88 0.56 1.34
H 2.08 0.09 -1.41
H 2.61 1.91 -1.48
H 0.33 2.79 1.35
H 0.78 3.92 -0.10
H -1.07 3.27 0.17
H -0.10 -0.01 -1.62
C -5.77 0.12 0.72
C -4.49 0.47 0.01
O -4.48 1.15 -1.01
N -3.32 0.00 0.53
C -3.14 -0.82 1.71
H -6.62 0.56 0.19
H -5.90 -0.97 0.74
H -5.75 0.52 1.74
H -2.50 0.27 0.00
H -2.49 -0.27 2.40
H -2.64 -1.74 1.41
H -4.08 -1.05 2.21
C 0.47 5.63 -5.40
C 1.09 4.66 -4.44
O 2.23 4.82 -3.99
N 0.35 3.57 -4.07
C -0.98 3.21 -4.48
H 1.17 6.44 -5.61
H 0.23 5.13 -6.35
H -0.44 6.06 -4.97
H 0.84 2.96 -3.42
H -1.61 3.16 -3.59
H -0.94 2.23 -4.96
H -1.41 3.94 -5.18
C 1.41 10.74 -4.57
C 1.57 9.26 -4.33
O 0.97 8.42 -5.00
N 2.40 8.87 -3.32
C 3.18 9.70 -2.43
H 0.71 10.90 -5.40
H 1.00 11.22 -3.68
H 2.37 11.18 -4.84
H 2.46 7.86 -3.21
H 4.23 9.44 -2.55
H 2.87 9.49 -1.41
H 3.04 10.77 -2.63
C 5.92 -6.63 3.73
C 4.79 -5.64 3.73
O 4.17 -5.35 2.70
N 4.45 -5.06 4.92
C 5.04 -5.27 6.21
H 6.08 -7.01 2.72
H 6.84 -6.15 4.06
H 5.68 -7.48 4.38
H 3.68 -4.41 4.84
H 4.27 -5.63 6.89
H 5.42 -4.31 6.57
H 5.86 -6.00 6.18
C 2.09 -8.58 9.21
C 2.67 -8.23 7.87
O 3.58 -7.41 7.74
N 2.16 -8.87 6.77
C 1.11 -9.85 6.72
H 2.59 -8.00 9.99
H 1.02 -8.33 9.23
H 2.24 -9.64 9.42
H 2.60 -8.59 5.90
H 1.51 -10.76 6.27
H 0.31 -9.46 6.08
H 0.70 -10.08 7.71
C -11.89 1.47 -1.71
C -11.10 0.55 -0.82
O -11.65 -0.20 -0.01
N -9.74 0.56 -0.93
C -8.93 1.36 -1.82
H -12.96 1.35 -1.52
H -11.61 2.51 -1.52
H -11.70 1.22 -2.76
H -9.28 -0.08 -0.30
H -8.34 0.69 -2.44
H -8.26 1.97 -1.20
H -9.53 2.02 -2.45
C -13.68 3.24 -6.47
C -13.05 2.27 -5.51
O -11.92 2.43 -5.06
N -13.79 1.18 -5.14
C -15.12 0.83 -5.55
H -12.97 4.06 -6.68
H -13.91 2.74 -7.42
H -14.58 3.67 -6.04
H -13.30 0.57 -4.49
H -15.75 0.77 -4.66
H -15.08 -0.15 -6.03
H -15.55 1.55 -6.25
C 6.24 8.34 -6.56
C 6.86 8.74 -5.25
O 7.00 9.91 -4.92
N 7.29 7.74 -4.42
C 7.22 6.31 -4.63
H 5.95 9.24 -7.12
H 6.96 7.78 -7.16
H 5.35 7.74 -6.38
H 7.70 8.08 -3.56
H 6.63 5.88 -3.82
H 8.23 5.92 -4.60
H 6.76 6.06 -5.59
C 0.19 -14.13 6.98
C 1.23 -13.63 6.02
O 2.11 -12.84 6.36
N 1.17 -14.07 4.73
C 0.22 -14.98 4.15
H 0.36 -13.69 7.97
H -0.81 -13.84 6.65
H 0.26 -15.22 7.07
H 1.90 -13.69 4.14
H 0.77 -15.84 3.75
H -0.29 -14.47 3.33
H -0.52 -15.33 4.87

Here are the Löwdin charges for atoms 1 to 99, given in e: C -0.15; C -0.17; C -0.29; O -0.35; P 0.42; C -0.24; C -0.41; C -0.21; O -0.43; C -0.26; C -0.10; C -0.30; C -0.08; N 0.03; H 0.05; H 0.08; H 0.08; H 0.12; H 0.10; H 0.12; H 0.00; H 0.01; H 0.04; H 0.04; H 0.03; H 0.07; H 0.06; H 0.06; H 0.06; H 0.06; H 0.15; H 0.11; H 0.11; H 0.09; H 0.10; H 0.07; H 0.03; C -0.02; C -0.55; O 0.01; N 0.01; C -0.08; H 0.06; H 0.08; H 0.09; H 0.09; H 0.08; H 0.08; H 0.07; C -0.03; C -0.54; O 0.01; N 0.01; C -0.08; H 0.05; H 0.08; H 0.09; H 0.13; H 0.08; H 0.08; H 0.07; C -0.02; C -0.53; O 0.01; N 0.02; C -0.07; H 0.08; H 0.08; H 0.08; H 0.15; H 0.08; H 0.09; H 0.07; C -0.02; C -0.55; O -0.01; N 0.01; C -0.09; H 0.08; H 0.09; H 0.08; H 0.14; H 0.05; H 0.08; H 0.08; C -0.01; C -0.53; O 0.01; N 0.01; C -0.08; H 0.08; H 0.08; H 0.09; H 0.14; H 0.05; H 0.08; H 0.08; C -0.02; C -0.55

# C37H87F3N14O13P4

A 9-piece molecular cluster, C37H87F3N14O13P4 overall in a non-equilibrium geometry (the ωB97M-V functional and the def2-TZVPD basis, the Open Molecules 2025 dataset).

Values from the calculation:
Orbital gap (eV): 8.0
Largest force on an atom (eV/A): 3.166
HOMO level (eV): -8.01
Charge: 0
Lowest unoccupied orbital energy (eV): -0.029
M (g mol⁻¹): 1117.1
Structure (SMILES): CN(C)P(=O)(N(C)C)N(C)C.CN(C)P(=O)(N(C)C)N(C)C.CN(C)P(=O)(N(C)C)N(C)C.CN(C)P(=O)(N(C)C)N(C)C.O=C1OC[C@@H](F)O1.O=C1OC[C@@H](F)O1.O=C1OC[C@@H](F)O1.CC#N.CC#N

Positions of all 158 atoms, in Å:
C 6.62 5.86 -3.28
N 6.49 4.93 -2.17
C 7.09 5.37 -0.90
P 5.77 3.43 -2.42
O 4.89 3.45 -3.62
N 7.07 2.38 -2.42
C 8.07 2.33 -1.36
C 7.09 1.29 -3.35
N 4.93 3.13 -0.97
C 4.66 1.77 -0.55
C 4.00 4.10 -0.41
H 7.31 6.65 -2.98
H 5.66 6.34 -3.55
H 7.01 5.39 -4.18
H 8.18 5.48 -0.98
H 6.87 4.65 -0.11
H 6.68 6.34 -0.60
H 8.49 1.33 -1.29
H 8.88 3.05 -1.51
H 7.60 2.56 -0.39
H 6.31 1.46 -4.09
H 8.04 1.23 -3.90
H 6.93 0.31 -2.84
H 5.59 1.26 -0.27
H 4.00 1.76 0.31
H 4.18 1.18 -1.35
H 4.18 5.07 -0.87
H 4.17 4.20 0.68
H 2.96 3.84 -0.57
C -6.67 -4.70 2.72
N -5.49 -4.51 1.88
C -5.73 -4.99 0.51
P -4.02 -4.95 2.58
O -4.01 -6.38 2.95
N -2.73 -4.64 1.50
C -2.65 -3.44 0.68
C -1.44 -5.35 1.59
N -3.86 -3.82 3.86
C -4.21 -2.38 3.79
C -2.83 -4.10 4.88
H -7.55 -4.32 2.17
H -6.57 -4.13 3.65
H -6.83 -5.75 2.99
H -6.64 -4.50 0.15
H -5.89 -6.07 0.46
H -4.90 -4.70 -0.14
H -1.80 -2.79 1.02
H -2.41 -3.72 -0.36
H -3.59 -2.86 0.68
H -1.60 -6.33 2.04
H -1.06 -5.49 0.57
H -0.68 -4.80 2.19
H -4.26 -1.97 4.80
H -3.46 -1.80 3.23
H -5.17 -2.22 3.30
H -1.80 -4.02 4.48
H -2.97 -5.08 5.30
H -2.92 -3.38 5.69
C 1.76 -1.60 7.75
N 2.01 -2.22 6.44
C 3.11 -3.18 6.53
P 0.68 -2.72 5.51
O -0.44 -3.22 6.36
N 0.37 -1.31 4.66
C 1.33 -0.21 4.46
C -0.92 -1.19 4.03
N 1.30 -3.80 4.32
C 1.95 -3.30 3.11
C 1.34 -5.24 4.53
H 1.60 -2.36 8.54
H 0.88 -0.96 7.69
H 2.62 -0.98 8.05
H 3.90 -2.74 7.15
H 3.52 -3.44 5.56
H 2.79 -4.11 7.03
H 2.34 -0.57 4.57
H 1.19 0.26 3.48
H 1.17 0.57 5.22
H -1.16 -0.14 3.86
H -0.95 -1.72 3.05
H -1.69 -1.62 4.66
H 2.83 -2.68 3.36
H 2.28 -4.13 2.49
H 1.27 -2.70 2.51
H 0.70 -5.80 3.84
H 1.01 -5.46 5.54
H 2.37 -5.62 4.42
C -1.40 2.11 -6.59
N -0.76 2.42 -5.29
C -1.20 1.56 -4.15
P 0.57 3.54 -5.12
O 0.76 4.61 -6.12
N 0.31 4.18 -3.60
C -0.85 5.05 -3.35
C 1.43 4.52 -2.74
N 1.91 2.53 -4.94
C 2.04 1.64 -3.82
C 2.61 2.10 -6.13
H -1.56 3.02 -7.16
H -2.36 1.63 -6.41
H -0.80 1.43 -7.21
H -0.90 2.01 -3.21
H -0.79 0.53 -4.21
H -2.29 1.46 -4.16
H -1.68 4.86 -4.04
H -1.19 4.87 -2.33
H -0.57 6.11 -3.43
H 1.33 4.04 -1.76
H 2.37 4.20 -3.20
H 1.48 5.61 -2.58
H 2.13 0.59 -4.15
H 2.92 1.89 -3.22
H 1.16 1.69 -3.18
H 2.97 2.96 -6.68
H 1.94 1.52 -6.80
H 3.47 1.46 -5.86
O -4.65 0.07 1.20
C -5.62 0.03 0.51
O -5.85 -0.93 -0.42
C -6.95 -0.61 -1.28
C -7.69 0.36 -0.37
F -8.48 -0.32 0.51
O -6.67 0.94 0.41
H -6.58 -0.12 -2.18
H -7.53 -1.50 -1.52
H -8.28 1.14 -0.85
O -2.79 3.72 1.36
C -3.29 3.71 0.32
O -2.69 3.30 -0.83
C -3.65 3.13 -1.85
C -4.74 4.06 -1.39
F -5.94 3.47 -1.55
O -4.51 4.24 -0.01
H -3.20 3.45 -2.78
H -3.99 2.08 -1.92
H -4.77 5.03 -1.89
O 1.57 1.51 0.66
C 0.46 1.10 0.58
O -0.47 0.88 1.55
C -1.67 0.33 0.98
C -1.22 -0.06 -0.41
F -2.12 0.25 -1.39
O -0.10 0.74 -0.61
H -2.01 -0.49 1.59
H -2.41 1.12 0.92
H -0.97 -1.12 -0.55
C 2.87 -1.69 -0.68
C 1.63 -2.40 -0.61
N 0.65 -3.02 -0.56
H 2.97 -1.04 0.19
H 2.89 -1.06 -1.57
H 3.70 -2.40 -0.71
C -2.89 -2.65 -3.13
C -2.28 -3.05 -4.43
N -1.84 -3.37 -5.43
H -2.20 -2.89 -2.32
H -3.80 -3.23 -2.98
H -3.13 -1.59 -3.10

Here are the Löwdin charges for atoms 1 to 99, given in e: C -0.11; N -0.31; C -0.12; P 0.55; O -0.28; N -0.31; C -0.11; C -0.13; N -0.30; C -0.12; C -0.11; H 0.08; H 0.08; H 0.08; H 0.08; H 0.06; H 0.08; H 0.08; H 0.08; H 0.07; H 0.07; H 0.08; H 0.09; H 0.07; H 0.07; H 0.07; H 0.08; H 0.09; H 0.05; C -0.11; N -0.31; C -0.12; P 0.56; O -0.29; N -0.29; C -0.14; C -0.10; N -0.28; C -0.11; C -0.12; H 0.08; H 0.07; H 0.09; H 0.07; H 0.09; H 0.06; H 0.05; H 0.06; H 0.08; H 0.07; H 0.08; H 0.07; H 0.09; H 0.05; H 0.06; H 0.05; H 0.08; H 0.07; C -0.12; N -0.32; C -0.13; P 0.58; O -0.29; N -0.29; C -0.09; C -0.11; N -0.30; C -0.12; C -0.12; H 0.09; H 0.08; H 0.08; H 0.08; H 0.06; H 0.09; H 0.07; H 0.07; H 0.08; H 0.09; H 0.08; H 0.05; H 0.08; H 0.09; H 0.06; H 0.07; H 0.08; H 0.08; C -0.11; N -0.28; C -0.13; P 0.57; O -0.28; N -0.31; C -0.10; C -0.11; N -0.31; C -0.14; C -0.11; H 0.07

# C37H90Li3N6O15

C37H90Li3N6O15 as an isolated structure in a non-equilibrium geometry (the ωB97M-V functional and the def2-TZVPD basis, the Open Molecules 2025 dataset).

Values from the calculation:
Orbital gap (eV): 3.0
Largest force on an atom (eV/A): 7.186
HOMO level (eV): -6.35
Charge: +1
Lowest unoccupied orbital energy (eV): -3.383
M (g mol⁻¹): 880.0

Positions of all 151 atoms, in Å:
Li 2.83 2.27 2.91
Li -2.02 4.36 -1.75
Li -3.00 -1.99 1.77
C -0.28 0.88 0.24
O -1.45 0.82 -0.23
O 0.48 1.79 -0.02
O -0.05 0.32 1.31
C -6.12 -0.83 3.82
O -6.11 -2.20 3.43
C -7.34 -2.93 3.46
C -7.94 -2.91 2.09
N -6.97 -3.52 1.17
C -7.19 -3.21 -0.23
C -8.46 -3.83 -0.81
O -9.60 -3.23 -0.21
C -10.85 -3.55 -0.80
H -6.60 -0.77 4.79
H -6.52 -0.17 3.05
H -5.10 -0.49 3.98
H -8.06 -2.64 4.21
H -7.04 -3.91 3.83
H -8.34 -1.92 1.84
H -8.82 -3.56 2.06
H -6.97 -4.52 1.30
H -6.36 -3.67 -0.77
H -7.10 -2.17 -0.52
H -8.39 -4.91 -0.74
H -8.47 -3.52 -1.86
H -11.04 -3.07 -1.76
H -11.70 -3.17 -0.24
H -10.90 -4.64 -0.74
C 0.45 7.24 -1.93
O -0.64 7.74 -1.14
C -0.09 8.48 -0.05
C -1.32 8.75 0.82
N -1.94 7.59 1.41
C -3.19 7.90 2.17
C -3.00 8.79 3.45
O -3.00 10.16 3.20
C -2.96 10.98 4.32
H 1.14 8.01 -2.28
H -0.02 6.81 -2.81
H 1.04 6.40 -1.58
H 0.30 9.46 -0.34
H 0.58 7.85 0.54
H -2.03 9.51 0.48
H -0.91 9.22 1.71
H -1.41 7.27 2.21
H -3.68 6.99 2.50
H -3.89 8.35 1.47
H -2.03 8.51 3.87
H -3.78 8.52 4.16
H -2.13 10.69 4.97
H -3.92 11.03 4.84
H -2.73 12.01 4.05
C -4.95 3.55 -9.04
O -4.82 3.70 -7.63
C -5.42 2.62 -6.91
C -5.02 2.65 -5.43
N -5.15 4.03 -4.81
C -6.54 4.24 -4.41
C -7.07 3.36 -3.28
O -8.10 4.11 -2.68
C -8.52 3.77 -1.37
H -4.41 2.69 -9.44
H -4.40 4.44 -9.34
H -5.94 3.51 -9.49
H -5.26 1.63 -7.33
H -6.49 2.71 -7.08
H -3.95 2.46 -5.38
H -5.54 1.87 -4.88
H -4.90 4.73 -5.49
H -7.24 4.22 -5.25
H -6.57 5.28 -4.08
H -6.33 3.10 -2.53
H -7.49 2.42 -3.64
H -8.88 2.75 -1.29
H -9.32 4.44 -1.06
H -7.70 3.85 -0.66
C -0.09 -7.76 2.43
O -0.92 -7.56 3.53
C -1.03 -8.70 4.45
C 0.13 -8.69 5.41
N 0.46 -10.05 5.92
C -0.63 -10.66 6.65
C -0.29 -12.08 7.05
O -1.46 -12.80 7.47
C -1.19 -14.11 7.90
H -0.11 -8.77 2.02
H 0.92 -7.48 2.71
H -0.36 -7.16 1.55
H -1.22 -9.62 3.90
H -1.84 -8.37 5.10
H 0.03 -7.95 6.21
H 0.99 -8.36 4.83
H 1.22 -10.01 6.58
H -1.60 -10.70 6.16
H -0.85 -10.07 7.55
H 0.41 -12.01 7.88
H 0.16 -12.63 6.23
H -0.62 -14.08 8.83
H -0.84 -14.81 7.15
H -2.15 -14.50 8.22
C 10.01 4.37 2.11
O 9.18 3.23 2.09
C 7.96 3.34 1.39
C 7.37 1.98 1.16
N 6.99 1.29 2.42
C 6.94 -0.14 2.12
C 6.63 -0.90 3.40
O 7.59 -0.75 4.37
C 7.49 -1.59 5.49
H 9.50 5.28 2.42
H 10.53 4.43 1.16
H 10.83 4.14 2.80
H 7.96 3.80 0.40
H 7.32 3.95 2.02
H 8.17 1.45 0.64
H 6.55 2.14 0.46
H 7.71 1.53 3.08
H 7.91 -0.50 1.78
H 6.13 -0.32 1.43
H 6.44 -1.97 3.28
H 5.71 -0.48 3.81
H 8.26 -1.39 6.24
H 7.57 -2.64 5.23
H 6.50 -1.51 5.93
C 12.17 -0.95 -6.71
O 12.21 0.42 -6.35
C 10.99 1.08 -6.58
C 9.79 0.67 -5.72
N 9.05 -0.45 -6.29
C 7.74 -0.55 -5.61
C 6.90 -1.60 -6.39
O 5.68 -1.88 -5.77
C 4.77 -0.83 -5.91
H 13.17 -1.38 -6.68
H 11.75 -1.13 -7.70
H 11.50 -1.50 -6.05
H 10.71 1.11 -7.63
H 11.20 2.12 -6.32
H 9.09 1.49 -5.61
H 10.07 0.35 -4.71
H 8.80 -0.13 -7.21
H 7.26 0.42 -5.61
H 7.99 -0.85 -4.59
H 7.25 -2.63 -6.39
H 6.75 -1.37 -7.45
H 3.88 -1.30 -5.50
H 4.53 -0.51 -6.92
H 5.03 0.09 -5.38

Here are the Löwdin charges for atoms 1 to 99, given in e: Li 0.89; Li 0.87; Li 0.87; C -1.21; O -0.21; O -0.16; O -0.18; C -0.10; O -0.22; C -0.22; C -0.21; N -0.05; C -0.22; C -0.22; O -0.22; C -0.09; H 0.09; H 0.09; H 0.08; H 0.12; H 0.12; H 0.13; H 0.11; H 0.11; H 0.11; H 0.12; H 0.12; H 0.12; H 0.09; H 0.08; H 0.09; C -0.12; O -0.19; C -0.20; C -0.22; N -0.07; C -0.18; C -0.23; O -0.19; C -0.12; H 0.09; H 0.08; H 0.09; H 0.13; H 0.12; H 0.13; H 0.11; H 0.09; H 0.11; H 0.12; H 0.12; H 0.12; H 0.09; H 0.09; H 0.09; C -0.11; O -0.19; C -0.23; C -0.16; N -0.06; C -0.22; C -0.23; O -0.20; C -0.10; H 0.09; H 0.09; H 0.09; H 0.12; H 0.11; H 0.11; H 0.11; H 0.09; H 0.12; H 0.12; H 0.12; H 0.12; H 0.08; H 0.09; H 0.08; C -0.14; O -0.20; C -0.19; C -0.21; N -0.06; C -0.24; C -0.22; O -0.19; C -0.12; H 0.09; H 0.08; H 0.08; H 0.13; H 0.12; H 0.12; H 0.11; H 0.11; H 0.12; H 0.12; H 0.12

Question: The lowest largest force on an atom belongs to which entry?
Answer: C37H87F3N14O13P4

Question: Look up the largest force on an atom of the second one.
Answer: 3.166 eV/A

Question: HOMO level of number 3 (C37H90Li3N6O15)?
Answer: -6.35 eV